1.
Formula: C18H48BF10N6O6P
Source: OMol25
Level of theory: ωB97M-V with the def2-TZVPD basis set

Values from the calculation:
HOMO-LUMO gap, Ha: 0.3391

ORCA input file:
```
! RIJCOSX wB97M-V def2-TZVPD def2/J DEFGRID3
* xyz 4 1
P 1.16114 -0.94281 -0.50205
F -2.70496 2.77929 -0.50405
F 0.44717 0.42365 -0.96266
F 2.50095 -0.40552 -1.27959
F 1.81981 -0.35062 0.85484
F 0.65966 -1.63776 -1.88043
F -0.09500 -1.48627 0.32519
F -0.45776 2.33461 -0.33155
F -1.74543 1.17395 -1.83531
F 1.80454 -2.41244 -0.15048
F -1.22358 3.35112 -2.22307
O 1.34415 3.57860 -2.83256
O 1.97408 1.05752 3.38733
O 5.01320 3.00775 1.16290
O -1.23406 -5.87156 3.07240
O -5.45789 -1.11595 -3.65381
O -3.50299 0.29339 3.20994
N -2.21128 1.85994 2.02538
N 2.54943 1.88357 5.45524
N 4.28435 0.83748 0.74340
N -1.93946 -5.36872 0.92423
N -3.50861 -2.30219 -3.29270
N 0.09429 1.80726 -3.58909
C -1.02084 0.94414 2.11548
C 2.86375 2.84749 0.14730
C -4.56433 -1.66316 -4.18346
C 2.01144 -0.61151 5.08612
C -0.37042 -3.80800 2.26052
C 1.98295 0.78644 4.55000
C 5.34781 0.41492 -0.28399
C -1.15638 -5.10292 2.18289
C -2.42679 -1.30430 -2.85903
C -4.70606 2.06136 2.12864
C -4.41772 -1.91062 -5.65759
C 1.05928 0.69689 -4.10027
C 4.12685 2.34695 0.75883
C -1.03796 -5.60153 -0.26524
C 0.72893 3.16978 -3.76122
C -3.52197 1.26544 2.54048
C 0.41229 3.93261 -4.98735
C 3.95440 1.62129 6.00753
B -1.54620 2.45370 -1.21100
H -2.30876 2.19258 1.04933
H 4.46763 0.41642 1.65375
H 1.99691 2.80212 0.80609
H -1.95350 2.65403 2.61437
H 2.62381 2.32446 -0.78134
H -1.31459 0.10030 1.49968
H -0.90983 0.61885 3.14671
H 1.69914 0.60097 -3.22992
H -1.88841 -1.01092 -3.75645
H 4.10103 0.73871 6.62438
H -3.00691 -3.11602 -3.65684
H -0.63060 -4.63774 -0.56011
H -0.10792 1.41456 1.76799
H -2.90111 -0.42086 -2.43433
H 4.21660 2.53052 6.54325
H 1.49582 0.89742 -5.07240
H -0.70650 1.83576 -4.22085
H -4.68357 3.02627 2.63847
H 1.02258 4.83276 -4.92780
H -4.78030 -0.93958 -6.00456
H 0.48945 3.40324 -5.93342
H 6.20349 1.08019 -0.26381
H 2.67891 2.75391 4.93477
H 0.44218 -3.84683 1.52990
H -2.67096 -4.67808 0.73887
H -1.01631 -2.95558 2.06280
H -5.05691 -2.72466 -5.99669
H -3.39216 -2.04961 -5.99560
H 4.91927 0.23486 -1.26684
H -1.76316 -1.78966 -2.14931
H -2.53201 -6.18936 1.10929
H 1.57620 -0.67335 6.08694
H 4.59126 1.50132 5.13226
H -1.65557 -5.93099 -1.10045
H 3.42272 0.33452 0.47972
H 5.65591 -0.60222 -0.03646
H -0.20913 1.68196 -2.61656
H -4.86093 2.13850 1.05393
H -3.95372 -2.73148 -2.47733
H 1.41777 -1.20446 4.39501
H 1.89842 2.07931 6.22191
H 3.01412 -1.02456 5.20282
H -5.53759 1.47911 2.52765
H -0.34900 -6.40222 -0.01365
H 3.00309 3.87911 -0.17291
H 0.42531 -0.18460 -4.15727
H -0.59097 4.34272 -4.81210
H 0.12805 -3.81495 3.22495
*
```

2.
Formula: C18H48Cl6O16P4
Source: OMol25
Level of theory: ωB97M-V with the def2-TZVPD basis set

Values from the calculation:
Energy above the lowest of the compared OMol25 structures with the same formula, charge and spin, kcal per mole: 0.0
SMILES: COP(=O)(OC)OC.COP(=O)(OC)OC.COP(=O)(OC)OC.COP(=O)(OC)OC.ClCCCl.ClCCCl.ClCCCl
HOMO-LUMO gap, Ha: 0.3811

ORCA input file:
```
! RIJCOSX wB97M-V def2-TZVPD def2/J DEFGRID3
* xyz 0 1
Cl -3.74903 0.81350 -3.98234
Cl -2.21385 4.38505 1.20020
Cl -3.57607 0.66480 0.45811
Cl -6.03193 -2.38901 -2.13357
Cl -1.13140 -1.42821 1.12329
Cl -0.54549 7.42926 0.77930
P -0.90888 -3.17943 -2.77494
P 3.44650 -2.63011 1.50588
P -0.30233 2.41891 5.00039
P 0.64822 2.70433 -2.38626
O 2.07505 2.32948 -3.02325
O 0.21742 4.01766 -3.16157
O -1.21469 -3.73133 -1.27195
O -1.11241 1.14365 5.56092
O 0.26994 -4.09942 -3.30312
O -1.05663 3.67481 4.93965
O 2.48319 -3.67208 2.24733
O 2.75705 -1.40176 1.06944
O 4.12624 -3.49865 0.36435
O 1.00035 2.41742 5.89779
O 4.63481 -2.39370 2.51909
O 0.29629 1.97367 3.58791
O -2.18492 -3.73575 -3.58719
O -0.67260 -1.74120 -2.90274
O -0.28305 1.55458 -2.99311
O 0.64464 2.83820 -0.93318
C 4.88054 -2.84170 -0.65190
C -5.46815 -1.22612 -3.38488
C -1.83774 1.00537 0.25159
C -1.08309 -0.24236 -0.18902
C -0.33937 6.18027 2.03041
C 2.63347 1.05109 -2.81307
C 1.09440 3.26759 7.02995
C -2.34142 0.73427 4.94284
C 1.26002 -4.02338 1.54669
C 0.70529 0.61639 3.37188
C -2.04649 -4.00631 -4.96449
C 4.40650 -1.66862 3.73391
C -2.56978 -4.00198 -0.94911
C -4.25845 -0.49444 -2.84818
C -0.49508 4.78222 1.39058
C 1.51344 -4.08529 -2.56121
C 0.89809 5.24497 -2.88650
C -0.32436 1.33539 -4.38887
H -3.33309 -3.40555 -1.44293
H -5.28183 -1.75131 -4.31966
H 1.76838 -5.07078 -2.17811
H 0.98778 -5.06885 1.66614
H 2.86669 0.62791 -3.79910
H -0.09197 -0.12472 3.41309
H 4.77751 -1.76109 -0.59316
H 1.17428 0.61092 2.39311
H -1.43570 1.25599 1.23788
H 0.05655 4.02980 1.95525
H 0.80615 4.30189 6.86807
H -1.59796 1.90276 -0.31164
H 1.97993 5.18398 -2.74745
H 0.00564 4.74156 0.42661
H -3.05290 0.40711 5.69757
H 4.47967 -2.40519 4.53974
H 3.42939 -1.20501 3.82583
H 0.65403 1.14690 -4.84407
H 3.59061 1.04834 -2.29253
H 5.91667 -3.17615 -0.57663
H -2.90829 -3.58561 -5.50786
H 1.52006 -3.36382 -1.74536
H -4.51884 0.05586 -1.94868
H 0.61626 2.87847 7.93308
H -6.33477 -0.59731 -3.57350
H 1.35833 -3.72870 0.50435
H 1.39110 0.26156 4.14546
H -1.70198 -0.66007 -0.97911
H -2.77559 -3.85834 0.11603
H 0.73418 5.89434 -3.74415
H 2.14499 3.22728 7.33088
H -1.30871 -3.38276 -5.48006
H -2.79214 1.53461 4.35821
H 1.94608 0.32211 -2.37857
H -2.03894 -5.04954 -5.26528
H 5.24462 -0.99295 3.88093
H -2.75896 -5.07231 -1.07398
H 2.24278 -3.81479 -3.32428
H 0.46083 5.65492 -1.97609
H 0.69157 6.28828 2.35268
H 4.61986 -3.17125 -1.66037
H -0.84364 2.09108 -4.97423
H -2.09190 -0.12548 4.32108
H 0.52906 -3.40561 2.06698
H -1.07468 6.19240 2.82899
H -3.46256 -1.19952 -2.62679
H -0.79702 0.35921 -4.51439
H -0.03578 -0.13261 -0.44506
*
```

3.
Formula: C18H49FN3O6Y
Source: OMol25
Level of theory: ωB97M-V with the def2-TZVPD basis set

Values from the calculation:
Energy above the lowest of the compared OMol25 structures with the same formula, charge and spin, kcal per mole: 34.0
HOMO-LUMO gap (spin up / spin down), Ha: 0.2115 / 0.2824

ORCA input file:
```
! RIJCOSX wB97M-V def2-TZVPD def2/J DEFGRID3
* xyz 1 2
Y 0.36946 0.35026 2.89061
F -0.00499 -0.16923 0.61440
O -0.45435 -2.54594 -1.50882
O 1.97697 -1.92873 2.69201
O -6.04747 1.58210 -0.34991
O -1.47422 1.77249 -1.06157
O 0.71661 2.39021 1.87382
O 2.74035 1.14866 -3.03561
N -3.16873 -0.53703 1.23202
N 2.68832 0.46165 2.24067
N 2.67712 0.13443 -0.54724
C -0.37033 1.24155 -3.29148
C 2.02533 2.67685 1.33003
C -0.11426 3.57315 1.65787
C 3.69148 -1.94146 -1.19380
C 3.29042 -1.67953 3.21008
C -5.52790 -0.63226 1.62817
C 3.14546 1.76260 -4.27838
C 1.77144 -3.36774 2.33608
C 2.96331 -0.24367 -2.89692
C -4.43128 -0.24233 0.59571
C 3.55755 -0.45584 -1.49452
C 3.06158 1.90252 2.10784
C 3.59697 -0.20646 3.17375
C -4.68283 1.21175 0.06113
C -1.17922 -4.67497 -0.81801
C -1.72085 1.26703 -2.41306
C -6.69899 2.53602 0.50923
C -1.41046 -3.18561 -0.67300
H 3.56881 -0.60772 -3.72694
H -0.27796 -1.72016 -1.05212
H -0.13966 3.86831 0.60890
H 2.89487 0.19574 1.28845
H 2.81531 -2.49865 -1.52541
H 3.55210 0.24710 4.16389
H 4.52425 0.04266 -1.42330
H -4.09643 1.36299 -0.84516
H -0.16187 -5.05394 -0.91533
H -4.54066 -0.83212 -0.31440
H 4.06333 2.06760 1.71116
H 1.64357 -4.00282 3.21268
H 2.16888 1.80516 -4.76064
H -2.58538 -0.24465 0.46109
H 0.36029 4.35022 2.25710
H 1.82239 -0.40098 -0.60089
H 0.87543 -3.43168 1.71869
H 4.62442 -0.15594 2.81334
H -0.94199 1.13616 -0.57845
H -0.49651 0.66097 -4.20532
H 2.45891 0.97818 -1.05770
H -2.52380 1.86677 -2.84164
H -6.82842 2.11740 1.50728
H 4.01260 -2.31916 2.70270
H -0.06919 2.28911 -3.29688
H -2.43490 -2.88353 -0.89061
H 2.08229 2.39593 0.27839
H 3.82173 1.12407 -4.84674
H 3.32648 -2.06375 4.22948
H -5.56827 -1.69834 1.85165
H 1.97070 -0.64689 -3.09749
H -1.22139 -3.05542 0.39255
H 2.54235 -3.65888 1.62261
H -7.68567 2.73243 0.08972
H 3.12793 2.19380 3.15611
H -1.45254 -4.90860 -1.84700
H -6.54401 -0.32318 1.38303
H 2.24265 3.73339 1.48689
H -3.08761 0.31015 1.77591
H 4.58753 -2.36629 -1.64626
H -5.43245 -0.08889 2.56824
H -2.15430 0.26987 -2.33635
H -4.27319 1.96341 0.73589
H -1.87131 -5.18363 -0.14690
H 3.44744 2.80781 -4.21184
H -1.15977 3.50055 1.95741
H 0.36245 0.60293 -2.79824
H 3.78977 -2.14064 -0.12667
H -6.12580 3.46296 0.52781
*
```

Question: Number 3 is which compound?
Answer: C18H49FN3O6Y